Entry 1:
{
  "formula": "C46H56MoN4O7PS2",
  "method": "wB97M-V/def2-TZVPD",
  "symbols": ["Mo", "C", "C", "N", "N", "C", "S", "S", "C", "C", "C", "C", "C", "C", "C", "C", "C", "C", "C", "C", "C", "O", "H", "H", "H", "H", "H", "H", "H", "H", "H", "H", "H", "H", "H", "H", "O", "C", "O", "C", "C", "C", "C", "C", "N", "C", "O", "O", "H", "H", "H", "H", "O", "N", "C", "C", "C", "C", "C", "H", "H", "H", "H", "H", "O", "P", "C", "C", "C", "C", "C", "C", "C", "C", "C", "C", "C", "C", "C", "C", "C", "C", "C", "C", "H", "H", "H", "H", "H", "H", "H", "H", "H", "H", "H", "H", "H", "H", "H", "H", "H", "H", "H", "H", "H", "H", "H", "H", "H", "H", "H", "H", "H", "H", "H", "H", "H"],
  "xyz": [[0.1614, -0.5349, 0.4257], [2.9577, -4.0448, 0.8355], [2.1192, -2.8340, 1.1524], [1.4308, -2.2644, 0.2175], [1.5644, -2.8607, -1.0563], [1.1443, -2.1465, -2.0401], [0.4465, -0.5627, -2.0032], [1.3345, -2.8724, -3.6568], [0.3681, -4.4062, -3.4317], [1.0816, -5.5541, -2.7693], [0.7596, -5.9318, -1.4714], [1.3970, -7.0074, -0.8653], [2.3721, -7.7155, -1.5538], [2.7038, -7.3418, -2.8514], [2.0595, -6.2708, -3.4527], [2.1634, -2.3350, 2.5373], [3.1883, -2.8152, 3.3779], [3.2963, -2.4449, 4.6949], [2.3385, -1.5780, 5.2330], [1.3258, -1.0893, 4.4474], [1.2304, -1.4265, 3.0834], [0.2540, -0.8836, 2.3958], [2.6009, -4.5387, -0.0579], [2.9518, -4.7384, 1.6730], [3.9911, -3.7373, 0.6514], [0.0765, -4.6669, -4.4491], [-0.5265, -4.1284, -2.8765], [0.0090, -5.3680, -0.9283], [1.1349, -7.2893, 0.1475], [2.8705, -8.5546, -1.0846], [3.4634, -7.8895, -3.3962], [2.3233, -5.9794, -4.4645], [3.9378, -3.4790, 2.9706], [4.1057, -2.8244, 5.3038], [2.4020, -1.2789, 6.2730], [0.5829, -0.4049, 4.8362], [-3.1625, -3.1504, 0.5370], [-2.3420, -2.0940, 0.5569], [-1.1454, -2.1953, 0.1751], [-2.7895, -0.8345, 0.9744], [-4.0503, -0.4545, 1.4794], [-4.2492, 0.8367, 1.8527], [-3.1814, 1.7747, 1.7244], [-1.9936, 1.3583, 1.2375], [-1.7694, 0.0711, 0.8485], [-0.7523, 2.1856, 1.0924], [-0.6739, 3.3648, 1.3352], [0.2302, 1.4212, 0.6887], [-2.6420, -3.9122, 0.2452], [-4.8263, -1.2037, 1.5736], [-5.2069, 1.1486, 2.2486], [-3.2841, 2.8135, 2.0104], [2.3517, 0.1093, 0.6653], [2.7839, 0.9757, -0.2427], [3.3552, 0.5096, -1.3658], [3.7834, 1.3767, -2.3443], [3.6014, 2.7416, -2.1721], [3.0202, 3.1946, -1.0019], [2.6270, 2.2912, -0.0340], [3.4278, -0.5654, -1.4247], [4.2434, 0.9724, -3.2352], [3.9087, 3.4384, -2.9412], [2.8584, 4.2474, -0.8176], [2.1678, 2.5635, 0.8996], [-0.8207, 1.9478, -1.7506], [-1.8122, 2.3660, -2.8070], [-2.5014, 3.9925, -2.3326], [-1.4023, 4.8314, -1.6001], [-1.1182, 6.1467, -2.3212], [-2.3808, 7.0104, -2.3979], [-3.6082, 6.1893, -2.8624], [-3.2019, 4.8242, -3.4180], [-3.0843, 1.0450, -2.9049], [-3.6705, 0.6630, -4.2763], [-4.8866, 1.5005, -4.6817], [-5.9598, 1.4661, -3.5945], [-5.3953, 1.9664, -2.2670], [-4.1873, 1.1375, -1.8374], [-0.9268, 2.3621, -4.3979], [0.4633, 2.9919, -4.1868], [1.2607, 2.9133, -5.4866], [0.5716, 3.6839, -6.6395], [-0.8661, 4.0787, -6.2869], [-1.6304, 2.9060, -5.6740], [-3.2506, 3.7054, -1.5876], [-0.4961, 4.2408, -1.4785], [-1.7389, 5.0506, -0.5850], [-0.7371, 5.9525, -3.3294], [-0.3327, 6.6892, -1.7911], [-2.2138, 7.8551, -3.0692], [-2.5746, 7.4275, -1.4070], [-4.1630, 6.7385, -3.6246], [-4.2963, 6.0320, -2.0267], [-2.5445, 4.9730, -4.2744], [-4.0889, 4.3084, -3.7887], [-2.4113, 0.2393, -2.5922], [-3.9917, -0.3824, -4.2089], [-2.9003, 0.6986, -5.0484], [-5.2912, 1.1168, -5.6215], [-4.5910, 2.5380, -4.8605], [-6.3093, 0.4341, -3.4716], [-6.8238, 2.0657, -3.8905], [-6.1595, 1.9267, -1.4877], [-5.1062, 3.0153, -2.3756], [-4.5279, 0.1182, -1.6252], [-3.7712, 1.5241, -0.9064], [-0.7470, 1.2866, -4.5168], [0.9695, 2.4530, -3.3869], [0.3762, 4.0346, -3.8639], [1.3661, 1.8571, -5.7532], [2.2721, 3.2955, -5.3278], [0.5572, 3.0649, -7.5400], [1.1392, 4.5829, -6.8883], [-1.3844, 4.4279, -7.1820], [-0.8533, 4.9189, -5.5865], [-1.6911, 2.1080, -6.4198], [-2.6560, 3.2052, -5.4695]],
  "forces_ev_per_angstrom": [[0.1, -0.1, 0.1], [0.0, 0.0, 0.0], [0.2, -0.1, 0.4], [-0.2, -0.2, -0.5], [0.0, 0.1, 0.2], [0.1, 0.1, 0.2], [-0.2, -0.1, -0.3], [0.0, 0.0, -0.1], [0.2, 0.0, 0.1], [-0.1, 0.0, 0.0], [0.0, -0.1, 0.0], [0.0, 0.0, 0.0], [0.0, 0.0, 0.0], [0.0, 0.0, 0.0], [0.0, 0.0, 0.0], [0.1, -0.2, -0.2], [0.0, 0.0, -0.1], [-0.1, 0.0, 0.1], [0.0, 0.0, 0.1], [0.0, 0.0, 0.0], [-0.2, 0.1, -0.3], [0.1, -0.2, 0.7], [0.0, 0.0, 0.0], [0.0, 0.0, 0.0], [0.0, 0.0, 0.0], [0.0, -0.1, 0.0], [-0.1, 0.0, 0.0], [0.0, 0.0, 0.0], [0.0, 0.0, 0.0], [0.0, 0.0, 0.0], [0.0, 0.0, 0.0], [0.0, 0.0, 0.0], [0.0, 0.0, 0.0], [0.0, 0.0, 0.0], [0.0, 0.0, 0.0], [0.0, 0.0, 0.0], [0.1, 0.1, 0.0], [0.4, -0.5, -0.3], [-0.4, 0.1, 0.2], [0.1, 0.8, 0.2], [0.2, -0.4, -0.1], [0.1, 0.6, 0.1], [-0.8, -0.2, 0.2], [0.6, -0.1, -0.2], [0.3, -0.5, -0.2], [0.1, -0.7, -0.3], [-0.1, 0.3, 0.1], [-0.2, 0.9, 0.2], [0.0, 0.0, 0.0], [0.0, 0.0, 0.0], [0.1, 0.0, 0.0], [0.0, 0.0, 0.0], [-0.3, -0.1, -0.2], [-0.1, 0.0, 0.2], [0.0, -0.1, -0.1], [0.1, 0.0, 0.0], [0.0, 0.0, 0.0], [0.0, 0.0, 0.1], [0.0, 0.2, 0.0], [0.0, 0.0, 0.0], [0.0, 0.0, 0.0], [0.0, 0.0, 0.0], [0.0, 0.0, 0.0], [0.0, 0.0, 0.0], [-0.7, 0.3, -0.3], [0.7, -0.4, 0.6], [0.1, 0.2, -0.1], [-0.1, 0.0, -0.2], [-0.1, 0.0, 0.1], [0.0, -0.1, 0.0], [0.1, 0.0, 0.0], [-0.1, 0.0, 0.1], [-0.2, 0.0, -0.2], [-0.1, 0.2, 0.1], [0.0, -0.2, 0.1], [0.1, 0.0, 0.0], [0.0, -0.1, -0.1], [0.1, 0.0, -0.1], [0.0, 0.2, -0.2], [0.0, 0.0, -0.1], [-0.1, 0.0, 0.0], [0.0, 0.0, 0.1], [0.1, -0.1, 0.0], [0.2, 0.0, 0.1], [0.0, 0.1, 0.0], [0.0, 0.0, 0.0], [0.0, 0.0, 0.0], [0.0, 0.0, 0.0], [0.0, 0.0, 0.0], [0.0, 0.0, 0.0], [0.0, 0.0, 0.0], [0.0, 0.0, 0.0], [0.0, 0.0, 0.0], [0.0, 0.0, 0.0], [0.0, 0.0, 0.0], [0.0, -0.1, -0.1], [0.0, 0.0, 0.0], [0.0, 0.0, 0.0], [0.0, 0.0, 0.0], [0.0, 0.0, 0.0], [0.0, 0.0, 0.0], [0.0, 0.0, 0.0], [0.0, 0.0, 0.0], [-0.1, 0.0, 0.0], [0.0, 0.0, 0.0], [0.0, 0.0, 0.1], [0.0, 0.0, 0.0], [0.0, 0.0, 0.0], [0.0, 0.0, 0.0], [0.0, 0.0, 0.0], [0.0, 0.0, 0.0], [0.0, 0.0, 0.0], [0.0, 0.0, 0.0], [0.0, 0.0, 0.0], [0.0, 0.0, 0.0], [0.0, 0.0, 0.0], [-0.1, 0.0, 0.0]],
  "e_lumo_ev": [-0.53, -0.42],
  "e_homo_ha": [-0.2310, -0.2338],
  "multiplicity": 2,
  "e_tot_ha": -3738.21388
}



Entry 2:
{
  "formula": "C46H58ClCsI2N4O9PSb",
  "method": "wB97M-V/def2-TZVPD",
  "symbols": ["Cs", "O", "C", "O", "C", "C", "C", "C", "C", "N", "C", "O", "O", "H", "H", "H", "H", "Cl", "C", "C", "C", "C", "C", "C", "P", "C", "C", "C", "C", "C", "C", "C", "C", "C", "C", "C", "C", "H", "H", "H", "H", "H", "H", "H", "H", "H", "H", "H", "H", "H", "H", "N", "C", "C", "N", "H", "H", "H", "H", "H", "H", "H", "H", "O", "C", "O", "C", "C", "C", "N", "C", "C", "C", "O", "O", "H", "H", "H", "C", "C", "C", "C", "Sb", "C", "C", "C", "C", "C", "C", "C", "C", "H", "H", "H", "H", "H", "H", "H", "H", "H", "H", "H", "H", "H", "H", "H", "H", "H", "H", "H", "H", "H", "H", "H", "H", "H", "H", "H", "I", "I", "O", "H", "H"],
  "xyz": [[-0.2431, -0.1986, 0.0202], [3.7301, -1.0976, -2.1023], [3.3200, -2.3535, -2.0202], [3.8330, -3.2424, -1.3751], [2.0767, -2.5240, -2.8523], [1.9769, -3.4637, -3.8603], [0.7964, -3.5054, -4.5964], [-0.2302, -2.6306, -4.2823], [-0.0310, -1.7270, -3.2416], [1.0985, -1.6740, -2.5408], [-1.1345, -0.7305, -2.8858], [-2.2844, -1.0039, -3.2845], [-0.7588, 0.2867, -2.2344], [4.3115, -0.7883, -1.3390], [2.8081, -4.1273, -4.0674], [0.6862, -4.2161, -5.4077], [-1.1811, -2.6224, -4.8002], [-2.0918, 2.2640, 0.6189], [-3.7382, 2.3384, 1.1732], [-4.3883, 3.5623, 1.1504], [-5.6994, 3.6333, 1.5887], [-6.3454, 2.4857, 2.0328], [-5.6755, 1.2694, 2.0400], [-4.3524, 1.1671, 1.6099], [-3.3505, -0.3968, 1.6140], [-4.0070, -1.1969, 0.0915], [-3.5646, -2.4978, -0.1824], [-3.9873, -3.1694, -1.3224], [-4.8440, -2.5449, -2.2202], [-5.2731, -1.2510, -1.9680], [-4.8555, -0.5784, -0.8229], [-4.3349, -1.3152, 2.8911], [-4.1693, -0.8941, 4.2161], [-4.8476, -1.5203, 5.2508], [-5.7034, -2.5856, 4.9851], [-5.8711, -3.0127, 3.6787], [-5.1893, -2.3829, 2.6382], [-3.8667, 4.4410, 0.7910], [-6.2161, 4.5871, 1.5829], [-7.3721, 2.5381, 2.3790], [-6.1852, 0.3791, 2.3842], [-2.9002, -2.9989, 0.5144], [-3.6388, -4.1790, -1.5094], [-5.1512, -3.0548, -3.1280], [-5.9306, -0.7505, -2.6735], [-5.1881, 0.4365, -0.6534], [-3.4852, -0.0816, 4.4305], [-4.6952, -1.1864, 6.2717], [-6.2227, -3.0867, 5.7952], [-6.5237, -3.8521, 3.4590], [-5.3317, -2.7382, 1.6275], [4.6498, -0.1590, 0.3730], [5.3078, -0.9026, 1.4625], [4.6580, -0.6221, 2.8030], [3.2401, -0.9543, 2.6910], [4.9707, 0.8009, 0.3486], [3.6540, -0.1223, 0.6121], [6.3696, -0.6571, 1.4863], [5.2201, -1.9699, 1.2401], [4.7339, 0.4475, 3.0165], [5.1974, -1.1556, 3.5937], [2.6918, -0.6224, 3.4711], [3.0963, -1.9539, 2.6131], [2.9022, 5.4342, 4.3303], [1.9120, 4.7020, 4.5649], [1.1312, 4.6671, 5.5414], [1.6435, 3.6300, 3.4897], [2.3369, 3.6407, 2.2879], [2.1008, 2.6331, 1.3625], [1.2562, 1.6207, 1.5729], [0.5904, 1.6204, 2.7306], [0.7302, 2.6045, 3.6972], [-0.3064, 0.4341, 2.9639], [-1.3384, 0.5375, 3.6013], [0.1583, -0.6760, 2.4237], [3.0576, 4.4305, 2.1129], [2.6131, 2.6180, 0.4035], [0.1559, 2.5735, 4.6122], [-1.1074, 4.6224, -2.8252], [0.3943, 4.6193, -2.5317], [0.5978, 4.7171, -1.0165], [1.0443, 5.8268, -3.2071], [1.2048, 2.6301, -3.0827], [3.3564, 3.1231, -3.4907], [3.8720, 3.6778, -2.1579], [3.7296, 4.0892, -4.6157], [4.0583, 1.7834, -3.7338], [0.4184, 2.3794, -5.1478], [0.5500, 3.6205, -6.0304], [-1.0646, 1.9889, -5.0850], [1.2032, 1.2160, -5.7652], [-1.5598, 5.5089, -2.3541], [-1.6285, 3.7424, -2.4315], [-1.3150, 4.6811, -3.8967], [0.1714, 5.6615, -0.6458], [1.6526, 4.6996, -0.7294], [0.1004, 3.9012, -0.4823], [0.4957, 6.7378, -2.9174], [1.0246, 5.7636, -4.2968], [2.0815, 5.9631, -2.8917], [3.4232, 4.6388, -1.8938], [4.9621, 3.8245, -2.2159], [3.6785, 2.9808, -1.3349], [3.1888, 5.0344, -4.5725], [3.5652, 3.6436, -5.5992], [4.8060, 4.3209, -4.5461], [3.7742, 1.0237, -2.9980], [5.1514, 1.9229, -3.6670], [3.8433, 1.3736, -4.7220], [-0.0939, 4.4303, -5.6789], [0.2249, 3.3674, -7.0536], [1.5663, 4.0004, -6.0919], [-1.6867, 2.7224, -4.5709], [-1.2291, 1.0313, -4.5864], [-1.4411, 1.8917, -6.1169], [2.2415, 1.4860, -5.9738], [0.7364, 0.9262, -6.7202], [1.2066, 0.3308, -5.1163], [-0.9353, -2.4835, 2.9099], [-2.0771, -5.1211, 3.4445], [-3.2494, 1.7189, -2.4251], [-3.6058, 0.9158, -2.8321], [-2.3284, 1.4137, -2.2924]],
  "forces_ev_per_angstrom": [[0.7, -1.2, -0.1], [0.3, 0.3, 0.3], [0.1, -0.2, 0.2], [-0.1, 0.4, -0.2], [-0.2, 0.1, 0.1], [0.0, -0.1, -0.1], [0.0, 0.0, 0.0], [0.1, -0.2, 0.0], [-0.1, 0.0, 0.1], [0.0, 0.1, -0.3], [-0.5, 0.2, -0.5], [0.5, 0.1, 0.1], [-1.0, 0.1, -3.2], [-0.2, -0.6, 0.1], [-0.1, 0.0, 0.0], [0.0, 0.0, 0.0], [0.1, 0.0, 0.0], [-0.3, 0.7, 0.1], [0.0, -0.1, 0.0], [0.0, 0.0, 0.0], [-0.1, 0.0, 0.0], [0.0, -0.1, 0.0], [0.0, 0.1, 0.0], [0.2, 0.0, 0.0], [-1.2, -0.2, 0.0], [0.1, 0.0, -0.1], [0.0, 0.0, -0.1], [0.0, 0.1, 0.1], [0.0, 0.0, 0.0], [0.0, 0.0, 0.0], [-0.1, -0.1, -0.1], [0.1, 0.1, 0.1], [0.0, 0.0, 0.0], [0.0, 0.0, 0.0], [0.0, 0.1, 0.0], [0.0, 0.0, -0.1], [-0.1, 0.0, 0.1], [0.0, -0.1, 0.0], [0.0, -0.1, 0.0], [0.1, 0.0, 0.0], [0.0, 0.0, 0.0], [0.0, 0.0, 0.0], [0.0, 0.1, 0.0], [0.0, 0.0, 0.1], [0.1, 0.0, 0.1], [0.0, 0.0, 0.0], [0.0, 0.0, 0.0], [0.0, 0.0, -0.1], [0.0, 0.0, 0.0], [0.1, 0.1, 0.0], [0.0, 0.0, 0.0], [-0.1, -0.2, -0.2], [-0.1, 0.1, -0.3], [-0.3, 0.1, 0.0], [0.3, -0.1, 0.0], [0.0, 0.1, 0.1], [0.1, 0.0, 0.0], [0.0, 0.0, 0.0], [0.0, 0.0, 0.0], [0.0, 0.0, 0.1], [0.0, -0.1, 0.1], [-0.1, 0.1, -0.1], [0.0, 0.0, 0.0], [-0.4, -0.1, 0.1], [0.1, 0.0, 0.3], [0.3, 0.2, -0.3], [0.0, 0.0, -0.1], [0.0, -0.2, -0.1], [-0.1, 0.0, 0.1], [0.6, 0.6, 0.3], [0.2, 0.0, -0.1], [-0.1, -0.1, 0.0], [0.2, -0.2, 0.5], [0.2, 0.0, 0.2], [0.0, 0.5, 2.7], [0.0, 0.0, 0.0], [0.0, 0.0, 0.1], [0.0, 0.0, 0.0], [0.0, 0.1, 0.1], [0.1, 0.0, -0.1], [-0.1, 0.1, 0.0], [-0.1, 0.1, 0.1], [0.2, 0.2, -0.2], [-0.1, 0.0, 0.1], [0.1, 0.0, 0.0], [0.1, -0.1, 0.1], [0.1, 0.0, 0.1], [0.0, 0.0, 0.1], [-0.2, -0.1, -0.1], [0.1, -0.1, -0.1], [-0.1, 0.0, 0.0], [0.0, -0.1, 0.0], [0.1, 0.1, 0.0], [0.0, 0.0, 0.1], [0.0, -0.1, 0.0], [-0.1, 0.0, 0.0], [0.0, 0.1, -0.1], [0.1, -0.1, 0.0], [0.0, 0.0, 0.0], [-0.1, 0.0, 0.0], [0.1, -0.1, 0.0], [-0.1, 0.0, 0.0], [0.0, 0.1, -0.1], [0.0, 0.0, 0.0], [0.0, 0.0, 0.0], [-0.1, 0.0, 0.0], [0.0, 0.2, -0.1], [-0.1, 0.0, 0.0], [0.0, 0.0, 0.0], [0.0, -0.1, 0.0], [0.0, 0.0, 0.1], [0.1, 0.0, 0.0], [0.1, -0.1, -0.1], [0.1, 0.1, -0.1], [0.0, 0.0, 0.1], [-0.1, 0.0, 0.0], [0.0, 0.0, 0.1], [0.0, 0.1, -0.1], [0.2, -1.0, 0.3], [0.0, 0.2, -0.1], [0.1, -0.1, -0.1], [0.0, 0.0, 0.0], [-0.1, 0.1, 0.1]],
  "total_charge": -2,
  "e_above_lowest_kcal_mol": 47.7,
  "e_lumo_ev": 3.31,
  "e_homo_ha": -0.1368,
  "multiplicity": 1,
  "e_tot_ha": -4341.37926
}